No. 1
C41H34I2N2O5PTi | the ωB97M-V functional and the def2-TZVPD basis

```
86
Properties=species:S:1:pos:R:3:lowdin_charge:R:1
Ti 15.10474 15.09656 10.75089 1.070
I 15.55354 22.62380 9.66883 0.926
C 15.55804 20.57734 9.77161 -0.754
C 15.67438 19.86752 8.55478 -0.247
C 15.42849 18.50293 8.56127 -0.652
I 15.52575 17.63775 6.72204 1.129
C 15.00158 17.78546 9.69683 -0.335
O 14.60489 16.50774 9.61642 -0.251
C 14.95928 18.54706 10.94583 -0.139
C 14.41354 17.81703 12.18176 -0.117
N 15.26214 16.64980 12.44506 -0.132
C 16.56490 16.94496 12.93104 -0.136
C 17.31678 15.62064 13.05026 -0.233
C 18.36648 15.47478 13.95640 0.015
C 19.07113 14.25599 13.96440 -0.031
C 18.65489 13.20936 13.17319 -0.030
C 17.57819 13.46210 12.33136 -0.078
N 16.85919 14.61367 12.31220 0.045
C 15.18919 19.90192 10.97561 -0.105
H 15.82947 20.45344 7.68304 0.058
H 14.32032 18.52340 13.02604 0.136
H 13.42079 17.43702 11.97709 0.116
H 14.81165 16.07107 13.19449 0.156
H 17.05862 17.55345 12.18835 0.135
H 16.63804 17.50577 13.90614 0.155
H 18.65478 16.25816 14.63331 0.117
H 19.87392 14.15989 14.67647 0.114
H 19.12011 12.25468 13.02095 0.112
H 17.12236 12.68731 11.73894 0.099
H 15.22865 20.47526 11.93719 0.120
C 8.39975 15.38098 12.16199 -0.056
O 8.79619 14.03995 12.10207 -0.042
C 10.05392 13.72467 11.90300 -0.301
C 10.30675 12.37605 11.88011 -0.010
C 11.55098 11.92294 11.80302 -0.002
C 12.65408 12.80161 11.60703 -0.097
C 13.97401 12.28925 11.40529 -0.339
C 14.36401 10.87810 11.71179 0.023
O 14.92380 13.03268 11.05125 -0.138
C 12.44516 14.20560 11.75091 -0.295
O 13.40148 15.10183 11.77516 -0.172
C 11.09803 14.63367 11.80582 0.057
H 7.38078 15.25743 12.48303 0.097
H 8.55244 15.96721 11.21562 0.115
H 8.97766 15.86124 12.97169 0.103
H 9.44968 11.71106 11.96728 0.140
H 11.70286 10.87517 11.78476 0.116
H 14.06577 10.59461 12.71077 0.100
H 15.46032 10.79296 11.59188 0.101
H 13.92436 10.15949 11.07598 0.070
H 10.94445 15.68187 11.95432 0.115
O 17.17410 15.49781 9.90424 0.028
C 16.44695 14.75052 9.23925 -0.286
C 16.46662 14.35598 7.83375 -0.265
C 17.56046 14.66069 7.03531 -0.018
C 17.46642 14.33326 5.67048 -0.062
C 16.37572 13.69776 5.17854 -0.055
C 15.25454 13.53906 5.96778 -0.078
C 15.29572 13.87950 7.29316 -0.350
P 13.84334 13.87872 8.36644 1.184
C 12.45974 14.80777 7.52466 -0.312
C 12.47581 15.24223 6.18138 -0.079
C 11.32550 15.81365 5.68251 -0.075
C 10.21097 15.91998 6.46879 -0.085
C 10.16944 15.37064 7.72454 -0.065
C 11.32033 14.84126 8.27834 -0.117
C 13.47680 12.09405 8.11361 -0.350
C 12.23165 11.63933 7.90442 -0.078
C 12.00887 10.26255 7.65585 -0.054
C 13.04025 9.38253 7.78396 -0.082
C 14.31911 9.86056 8.05432 -0.072
C 14.55994 11.21182 8.18846 -0.095
H 18.38583 15.11010 7.53194 0.119
H 18.32251 14.57106 5.00909 0.128
H 16.37142 13.42118 4.12348 0.126
H 14.42571 13.06379 5.47940 0.124
H 13.37365 15.13316 5.63115 0.064
H 11.32756 16.27487 4.68395 0.122
H 9.31819 16.32538 6.01468 0.112
H 9.28270 15.51782 8.32596 0.106
H 11.31274 14.46492 9.28978 0.085
H 11.39072 12.28930 7.66824 0.109
H 11.00811 9.89610 7.43173 0.113
H 12.92912 8.34251 7.76078 0.092
H 15.16736 9.18422 8.12783 0.114
H 15.57815 11.45259 8.33275 0.103
```

Properties
E: -3854.5981 Ha
Kohn-Sham gap: 7.09 eV
energy above the lowest of the compared OMol25 structures with the same formula, charge and spin: 0.549 eV
charge: +1
LUMO energy: -2.97 eV


No. 2
C41H34O2S2Se4Ti | the ωB97M-V functional and the def2-TZVPD basis

```
84
Properties=species:S:1:pos:R:3:lowdin_charge:R:1
Ti 1.39747 1.83641 1.89797 0.419
C 3.88768 4.54134 1.48110 -0.047
C 3.80842 3.15998 0.89690 -0.304
C 3.64943 2.95131 -0.47654 -0.022
C 3.69161 1.67604 -1.01709 -0.090
C 3.80455 0.56320 -0.19252 -0.086
C 3.94242 0.74382 1.17735 -0.097
C 3.99090 2.03811 1.70965 -0.175
H 4.92254 4.89094 1.46445 0.099
H 3.54545 4.55229 2.51617 0.068
H 3.28166 5.24319 0.91119 0.078
H 3.52286 3.80652 -1.12979 0.129
H 3.61615 1.55021 -2.08960 0.113
H 3.80461 -0.43424 -0.61398 0.116
H 4.06669 -0.10853 1.83485 0.121
H 4.20192 2.18187 2.75982 0.065
C -4.08124 -3.10876 6.14093 -0.039
C -3.34042 -2.40382 5.04014 -0.252
C -2.18675 -1.67254 5.31087 -0.010
C -1.51366 -0.99495 4.30543 -0.051
C -2.01036 -1.06192 3.01547 -0.364
C -3.16818 -1.76645 2.71451 -0.062
C -3.81963 -2.44166 3.72952 -0.024
S -1.18513 -0.20349 1.69615 1.148
O -0.17162 0.64560 2.46562 -0.700
C -0.15913 -1.51768 1.03995 -0.288
C 0.79290 -2.12506 1.88708 -0.035
C 1.64652 -3.05130 1.37409 0.006
C 1.58630 -3.41581 0.00212 -0.145
C 2.46850 -4.37362 -0.54686 -0.019
C 2.39715 -4.70829 -1.87011 -0.056
C 1.43985 -4.10269 -2.70775 -0.053
C 0.57178 -3.17241 -2.20729 -0.006
C 0.62428 -2.80649 -0.84182 -0.111
C -0.25513 -1.82652 -0.29289 -0.183
C -1.25571 -1.12953 -1.15312 -0.183
C -2.54284 -1.69630 -1.35769 -0.107
C -2.89326 -2.96864 -0.84093 -0.019
C -4.13948 -3.48238 -1.06127 -0.055
C -5.09548 -2.75341 -1.79971 -0.053
C -4.78438 -1.52531 -2.30904 -0.016
C -3.50174 -0.96527 -2.10517 -0.139
C -3.15639 0.30523 -2.62670 0.008
C -1.91383 0.83132 -2.43864 -0.027
C -0.96123 0.09797 -1.70221 -0.277
S 0.70085 0.68507 -1.37795 1.114
O 0.61211 1.35834 -0.01213 -0.633
C 0.80472 2.02063 -2.54548 -0.419
C 0.59316 3.32740 -2.14633 -0.064
C 0.69924 4.33895 -3.08970 -0.009
C 1.00993 4.05640 -4.41782 -0.251
C 1.11994 5.15034 -5.44164 -0.037
C 1.22369 2.72670 -4.78739 -0.020
C 1.13141 1.70652 -3.85784 -0.073
H -3.44626 -3.25912 7.01199 0.081
H -4.45233 -4.07756 5.80809 0.084
H -4.94330 -2.51646 6.45429 0.092
H -1.81050 -1.62601 6.32510 0.122
H -0.62859 -0.40628 4.51401 0.094
H -3.55527 -1.78747 1.70159 0.105
H -4.72285 -2.99690 3.50799 0.122
H 0.83635 -1.84020 2.93161 0.120
H 2.38265 -3.52906 2.00879 0.126
H 3.20027 -4.84091 0.10051 0.120
H 3.07471 -5.44497 -2.28071 0.112
H 1.39031 -4.38238 -3.75168 0.112
H -0.16955 -2.71325 -2.84950 0.122
H -2.16269 -3.53052 -0.27217 0.125
H -4.39822 -4.45743 -0.66982 0.113
H -6.07819 -3.17551 -1.96186 0.113
H -5.51422 -0.96268 -2.87759 0.120
H -3.90085 0.85641 -3.18753 0.126
H -1.65816 1.79721 -2.85021 0.115
H 0.35507 3.55168 -1.11369 0.062
H 0.53533 5.36531 -2.78569 0.123
H 0.95182 6.12922 -4.99738 0.080
H 0.38852 5.00553 -6.23791 0.090
H 2.10780 5.14856 -5.90393 0.090
H 1.47389 2.49121 -5.81454 0.124
H 1.30848 0.67690 -4.14957 0.122
Se 2.10435 1.69612 4.34908 0.121
Se 0.17730 2.82417 5.06748 0.010
Se 0.48102 4.80647 3.90753 0.019
Se 0.25198 4.02928 1.70140 0.150
```

Properties
E: -12984.7508 Ha
Kohn-Sham gap (alpha / beta): 6.73 / 6.77 eV
expectation value of S²: 0.760
charge: +1
LUMO energy (alpha / beta): -2.88 / -2.85 eV
2S+1: 2


No. 3
C41H35As2Br2F5IMoN4O10S2 | the ωB97M-V functional and the def2-TZVPD basis

```
103
Properties=species:S:1:pos:R:3:lowdin_charge:R:1
Mo 0.01637 2.52226 -0.26685 1.178
Br 1.23160 1.04159 -2.36409 0.731
C 2.97466 1.30464 -3.29810 -0.906
Br 4.37053 2.18895 -2.36132 0.710
H 2.73234 1.88693 -4.17665 0.004
H 3.29277 0.29711 -3.53307 0.006
I -2.00669 0.66268 0.86106 1.334
C -3.41458 1.48995 -0.46975 -0.555
C -4.74340 1.23876 -0.27883 -0.119
C -5.67702 1.77015 -1.18393 -0.054
C -5.24649 2.51470 -2.24474 -0.014
C -3.87115 2.75176 -2.46033 -0.153
C -3.42462 3.47537 -3.59018 0.001
C -2.09134 3.65784 -3.81036 -0.052
C -1.14928 3.15929 -2.89180 -0.180
C -1.51660 2.49992 -1.73154 -0.328
C -2.90880 2.24413 -1.54295 -0.244
H -5.06831 0.63123 0.55461 0.105
H -6.73057 1.58052 -1.03210 0.115
H -5.96113 2.92651 -2.94602 0.121
H -4.15688 3.85258 -4.29317 0.125
H -1.74451 4.16699 -4.70014 0.117
H -0.10687 3.30080 -3.14548 0.050
N 4.87657 -0.75278 6.23133 0.117
C 4.37999 -0.33614 5.02695 -0.310
C 3.01353 -0.45867 4.73370 -0.011
C 2.50828 -0.00559 3.53506 -0.069
C 3.35894 0.58895 2.61668 -0.304
C 4.71587 0.71912 2.87927 -0.049
C 5.22131 0.25746 4.07535 -0.016
S 2.81624 1.21613 1.07092 0.601
O 3.46756 2.47288 0.80564 -0.358
O 2.93925 0.20486 0.06507 -0.356
N 1.17337 1.63474 1.17221 -0.262
C 0.89024 2.61875 2.05251 -0.540
N 1.53828 2.83681 3.18808 0.176
C 1.11053 3.83938 3.94107 -0.058
C 0.03485 4.64669 3.58761 -0.014
C -0.58019 4.37725 2.38752 -0.080
N -0.15803 3.37960 1.60985 -0.100
H 4.31015 -1.33920 6.81597 0.097
H 5.87042 -0.83781 6.34310 0.099
H 2.34845 -0.91620 5.45593 0.111
H 1.46182 -0.12057 3.30226 0.076
H 5.36225 1.18058 2.14409 0.123
H 6.27899 0.35383 4.28619 0.116
H 1.65062 3.98416 4.86981 0.128
H -0.29751 5.45598 4.21831 0.114
H -1.41909 4.95908 2.03058 0.124
F -1.77862 8.46373 -3.46855 0.150
C -1.04659 7.53079 -2.87902 -0.134
C -1.56689 6.78885 -1.83339 -0.145
F -2.81239 6.98799 -1.41159 0.137
C -0.78336 5.82331 -1.23249 -0.237
F -1.33213 5.11724 -0.22263 0.039
C 0.51261 5.53638 -1.63695 -0.500
S 1.53496 4.29828 -0.91931 0.701
C 1.01068 6.30091 -2.69315 -0.239
F 2.23185 6.05136 -3.15936 0.100
C 0.25108 7.28273 -3.30463 -0.135
F 0.75116 7.97765 -4.31941 0.143
C 0.34245 -3.39276 -5.48663 -0.018
O -0.05368 -3.06685 -4.14939 -0.085
C -0.53806 -4.07132 -3.40223 -0.537
O -0.60701 -5.21260 -3.77887 0.094
C -1.10721 -3.53303 -2.13600 -0.302
C -1.93154 -4.31162 -1.39875 -0.292
As -0.91478 -5.75289 -0.48832 1.373
C 0.74332 -6.15505 -1.45610 -0.274
C -0.21447 -4.23797 0.62192 -0.232
C -0.28585 -2.91292 0.40079 -0.233
As -0.43041 -1.86521 -1.33324 1.287
C 1.45449 -2.33005 -1.73547 -0.285
C -0.18876 -1.97331 1.54047 -0.610
O 0.45533 -0.94477 1.51698 -0.059
O -1.06877 -2.28247 2.49675 -0.056
C -1.07108 -1.50566 3.69312 -0.039
C 0.40235 -4.70010 1.90506 -0.502
O 1.02260 -4.01406 2.67958 0.129
O 0.27792 -6.02869 2.05211 -0.109
C 0.94288 -6.59799 3.18871 -0.022
C -2.92716 -3.57941 -0.54172 -0.539
O -3.01911 -2.36772 -0.56679 -0.002
O -3.82085 -4.22615 0.20232 -0.015
C -3.97757 -5.64456 0.23958 -0.092
H 1.10285 -2.67203 -5.77347 0.093
H -0.51680 -3.30940 -6.15129 0.102
H 0.73502 -4.40571 -5.53221 0.095
H 0.51842 -6.79617 -2.30336 0.028
H 1.36148 -6.70003 -0.74157 0.033
H 1.28619 -5.28176 -1.79979 0.009
H 1.71045 -2.05121 -2.75496 0.012
H 2.08197 -1.77157 -1.04590 0.009
H 1.63687 -3.39201 -1.59037 0.016
H -0.72690 -0.48807 3.50925 0.058
H -0.41246 -1.98555 4.41813 0.104
H -2.09327 -1.49215 4.06065 0.100
H 0.82699 -7.67245 3.09496 0.097
H 0.48547 -6.23641 4.10831 0.099
H 1.99416 -6.31426 3.18734 0.099
H -4.99863 -5.81290 0.57147 0.098
H -3.29099 -6.09160 0.95778 0.061
H -3.83091 -6.10273 -0.73771 0.083
```

Properties
E: -13835.5953 Ha
Kohn-Sham gap (alpha / beta): 5.95 / 6.26 eV
energy above the lowest of the compared OMol25 structures with the same formula, charge and spin: 1.561 eV
expectation value of S²: 2.032
charge: +1
LUMO energy (alpha / beta): -4.13 / -3.82 eV
2S+1: 3


No. 4
C41H35Cl3F5N10PSe2W | the ωB97M-V functional and the def2-TZVPD basis

```
98
Properties=species:S:1:pos:R:3:lowdin_charge:R:1
W 0.17891 0.43575 -0.35162 1.165
C 2.64502 0.33728 1.68382 -0.072
N 1.31788 1.00306 1.60272 -0.117
C 0.49840 0.81501 2.82337 -0.066
C -0.37775 -0.35753 2.58491 -0.301
N -0.56860 -0.84509 1.37966 0.011
C -1.29508 -2.04199 1.56765 -0.199
C -1.65714 -3.07980 0.70711 -0.060
C -2.33283 -4.15645 1.24254 -0.049
C -2.64882 -4.23611 2.60610 -0.053
C -2.26163 -3.24461 3.48026 0.006
C -1.57156 -2.17183 2.93089 -0.166
N -0.96980 -1.08081 3.54312 0.209
C 2.57941 -0.95472 0.94601 -0.289
N 1.64088 -1.19942 0.06236 -0.028
C 1.83087 -2.52514 -0.34764 -0.217
C 1.10859 -3.33333 -1.22220 -0.049
C 1.55319 -4.62364 -1.41153 -0.043
C 2.69265 -5.11560 -0.75462 -0.052
C 3.41195 -4.33217 0.12255 0.006
C 2.94994 -3.03447 0.31161 -0.161
N 3.39874 -2.00471 1.13215 0.199
H 3.39798 0.99429 1.24751 0.104
H 2.93048 0.16904 2.72340 0.138
H 1.46543 2.00112 1.48347 0.101
H 1.13153 0.64946 3.69742 0.140
H -0.08865 1.71481 2.99973 0.136
H -1.40618 -3.05932 -0.33815 0.028
H -2.61843 -4.97153 0.59117 0.114
H -3.18677 -5.09673 2.97844 0.117
H -2.46896 -3.30434 4.54007 0.123
H -0.92699 -0.90138 4.53310 0.184
H 0.23555 -2.96443 -1.73391 0.047
H 1.01263 -5.27317 -2.08760 0.113
H 3.00888 -6.13349 -0.93628 0.117
H 4.28289 -4.71124 0.63934 0.122
H 4.17453 -2.04754 1.77246 0.181
Se 1.06894 -0.29050 -2.79148 0.520
P -0.95653 -0.84199 -3.35373 0.322
Se -1.98902 -0.65438 -1.44667 0.573
C -1.08628 -2.48138 -4.07683 -0.409
C -0.37408 -2.74403 -5.24734 -0.074
C -0.44643 -4.00019 -5.82278 -0.050
C -1.23625 -4.98630 -5.24111 -0.050
C -1.95220 -4.72085 -4.08311 -0.058
C -1.87637 -3.46619 -3.49297 -0.108
C -1.63320 0.30513 -4.57185 -0.412
C -0.82553 1.21358 -5.24642 -0.119
C -1.38793 2.06004 -6.19513 -0.066
C -2.74653 1.99542 -6.46497 -0.062
C -3.55397 1.08474 -5.78967 -0.060
C -3.00104 0.23725 -4.84621 -0.086
H 0.23800 -1.97427 -5.70438 0.115
H 0.10712 -4.21153 -6.72754 0.117
H -1.29662 -5.96467 -5.69870 0.117
H -2.57226 -5.48840 -3.63991 0.114
H -2.43102 -3.25445 -2.58596 0.074
H 0.23283 1.27195 -5.02645 0.069
H -0.75942 2.76482 -6.72325 0.117
H -3.18129 2.64881 -7.20976 0.117
H -4.61223 1.03068 -6.00793 0.116
H -3.63088 -0.47550 -4.32532 0.112
C -2.08890 6.43013 -2.31006 -0.060
C -3.21560 5.45260 -2.62366 -0.394
C -3.84843 4.90197 -1.35004 -0.055
C -2.75631 4.32653 -3.55020 -0.091
N -1.69625 3.51030 -2.94993 -0.054
C -1.78338 2.48200 -2.11754 -0.169
N -0.55825 2.10300 -1.81519 -0.165
N 0.27356 2.92231 -2.49757 0.011
N -0.39924 3.77078 -3.16683 0.123
H -2.47112 7.27021 -1.73127 0.089
H -1.63108 6.82453 -3.21739 0.086
H -1.30394 5.95272 -1.71704 0.070
H -3.98897 5.97691 -3.19105 0.146
H -3.10177 4.39061 -0.73315 0.053
H -4.65956 4.20240 -1.56545 0.091
H -4.26032 5.71126 -0.74784 0.096
H -2.34228 4.70745 -4.48051 0.132
H -3.57764 3.64994 -3.78590 0.131
H -2.69865 2.05005 -1.75574 0.115
F 0.48053 3.57624 0.58576 0.041
C -0.77476 3.18711 0.94800 -0.252
C -1.17972 1.87681 0.71597 -0.182
C -2.46730 1.61909 1.17355 -0.249
F -3.01416 0.39329 1.05213 0.023
C -3.28528 2.56083 1.78583 -0.142
F -4.50815 2.23323 2.18310 0.148
C -2.82098 3.84957 1.97711 -0.149
F -3.58533 4.76572 2.54600 0.161
C -1.54000 4.16679 1.55285 -0.160
F -1.06593 5.39576 1.72588 0.143
Cl 4.84670 2.24640 -2.77375 0.674
C 3.96250 3.08749 -1.49863 -1.597
Cl 4.95501 3.23295 -0.03261 0.663
Cl 3.39406 4.65867 -2.03675 0.685
C 2.80615 2.26857 -1.12821 -0.326
N 1.89176 1.65495 -0.81795 -0.001
```

Properties
E: -9221.7654 Ha
Kohn-Sham gap: 7.26 eV
energy above the lowest of the compared OMol25 structures with the same formula, charge and spin: 0.000 eV
charge: +2
LUMO energy: -5.13 eV